Below is a cluster of 2 separate species, C5H9NO2 in total in a non-equilibrium geometry, with properties calculated with ωB97M-V/def2-TZVPD.

```
! RIJCOSX wB97M-V def2-TZVPD def2/J DEFGRID3
* xyz 0 1
O -0.82 -0.43 -2.09
O 0.66 -0.90 -0.38
N 0.32 1.89 0.28
C -0.31 1.41 -0.71
C -0.41 -0.07 -1.01
C 2.01 -0.45 -0.32
C -1.77 -0.67 0.55
C -0.72 -1.04 1.36
H -0.25 -0.32 2.01
H -0.94 1.99 -1.39
H 2.29 0.04 -1.25
H 2.14 0.24 0.52
H -2.32 0.24 0.78
H -2.33 -1.43 0.03
H -0.40 -2.07 1.45
H 0.22 2.90 0.36
H 2.63 -1.34 -0.18
*
```

The calculation puts the LUMO energy at -0.221 eV. For the energy relative to the best compared isomer or geometry (same formula, charge and spin), the calculation gives 4.307 eV. The SMILES is [H]/N=C/C(=O)OC.C=C. As for the HOMO energy: -8.9 eV. The calculated total energy is -10912.268 eV.

Let us look at the natural (NBO) charges, expressed in e, one per atom: O -0.5423; O -0.6041; N -0.5926; C 0.0365; C 0.7331; C -0.2513; C -0.5581; C -0.1573; H 0.2033; H 0.1797; H 0.1771; H 0.1896; H 0.2173; H 0.2215; H 0.2034; H 0.3523; H 0.1918

Below is a structure of composition C3H8SSi in a non-equilibrium geometry, with properties calculated with ωB97M-V/def2-TZVPD.

```
! RIJCOSX wB97M-V def2-TZVPD def2/J DEFGRID3
* xyz 0 1
S 2.09 0.59 -0.11
Si 1.18 -1.37 -0.01
C 0.56 1.50 0.32
C -0.61 0.99 -0.44
C -0.64 -0.94 -0.06
H -1.24 -1.36 -0.84
H 0.41 1.42 1.40
H -0.49 1.04 -1.51
H 1.69 -2.11 -1.15
H -1.16 -0.99 0.89
H 0.77 2.54 0.07
H -1.57 1.36 -0.09
H 1.54 -2.00 1.26
*
```

The calculation puts the LUMO energy at 0.865 eV. For the energy relative to the best compared isomer or geometry (same formula, charge and spin), the calculation gives 0.579 eV. As for the HOMO energy: -8.9 eV. The calculated total energy is -21953.058 eV.

Let us look at the natural (NBO) charges, expressed in e, one per atom: S -0.2162; Si 0.9775; C -0.5332; C -0.3417; C -0.8694; H 0.2340; H 0.2118; H 0.2057; H -0.1633; H 0.2283; H 0.2331; H 0.2091; H -0.1757

Below is a structure of composition C11H13N4O2PdS, with properties calculated with ωB97M-V/def2-TZVPD.

```
! RIJCOSX wB97M-V def2-TZVPD def2/J DEFGRID3
* xyz -1 1
Pd 1.88 1.58 -0.21
S 1.74 3.62 0.77
O -0.24 0.11 -0.34
O 2.39 -0.80 -0.26
N 0.55 0.99 2.38
N -1.76 3.67 2.51
N -0.15 2.20 2.23
N -0.71 4.20 1.83
C -0.82 -2.74 -3.28
C 0.38 -2.66 -2.63
C 0.30 3.33 1.61
C -1.39 2.45 2.75
C 2.99 -2.76 -1.39
C -1.82 -1.80 -2.94
C -0.36 -0.75 -1.25
C -1.60 -0.85 -1.99
C 0.67 -1.69 -1.64
C 1.99 -1.66 -1.04
C -2.18 1.43 3.46
H 3.90 -2.57 -0.82
H -1.59 0.98 4.27
H -2.48 0.62 2.79
H -1.00 -3.49 -4.03
H -0.75 5.13 1.45
H -2.36 -0.13 -1.73
H 2.61 -3.75 -1.15
H 1.16 -3.37 -2.90
H -2.78 -1.83 -3.45
H -3.07 1.89 3.87
H 3.24 -2.75 -2.46
H -0.04 0.29 1.92
H 1.29 1.08 1.65
*
```

The calculation puts the LUMO energy at 3.163 eV. For the energy relative to the best compared isomer or geometry (same formula, charge and spin), the calculation gives 0.368 eV. As for the HOMO energy: -2.9 eV. The calculated total energy is -35988.856 eV.

Let us look at the natural (NBO) charges, expressed in e, one per atom: Pd -0.0151; S -0.2635; O -0.7564; O -0.6177; N -0.6435; N -0.3003; N -0.2147; N -0.3891; C -0.3636; C -0.0865; C 0.2099; C 0.3542; C -0.7096; C -0.1881; C 0.4534; C -0.3166; C -0.3620; C 0.5646; C -0.6567; H 0.2265; H 0.2345; H 0.2368; H 0.1914; H 0.4142; H 0.2012; H 0.2123; H 0.1815; H 0.1893; H 0.2322; H 0.2148; H 0.3868; H 0.3798

Below is an isolated molecule of C4H2N4 in a non-equilibrium geometry, with properties calculated with ωB97M-V/def2-TZVPD.

```
! RIJCOSX wB97M-V def2-TZVPD def2/J DEFGRID3
* xyz 0 1
N 0.20 -0.24 -0.60
N -0.23 0.29 0.60
N 0.68 -2.99 -2.67
N -0.69 2.95 2.69
C 0.05 -1.56 -0.61
C 0.47 -2.30 -1.75
C -0.42 2.34 1.72
C -0.04 1.52 0.64
H 0.29 1.99 -0.28
H -0.34 -2.08 0.26
*
```

The calculation puts the LUMO energy at -1.805 eV. For the energy relative to the best compared isomer or geometry (same formula, charge and spin), the calculation gives 2.284 eV. The SMILES is N#C/C=N/N=C/C#N. As for the HOMO energy: -11.1 eV. The calculated total energy is -10137.545 eV.

Let us look at the natural (NBO) charges, expressed in e, one per atom: N -0.2226; N -0.2335; N -0.2247; N -0.2224; C 0.0137; C 0.2093; C 0.2136; C 0.0155; H 0.2182; H 0.2330

Below is a cluster of 10 separate species, C17H31Br14Cl9 in total in a non-equilibrium geometry, with properties calculated with ωB97M-V/def2-TZVPD.

```
! RIJCOSX wB97M-V def2-TZVPD def2/J DEFGRID3
* xyz 0 1
Br -2.86 -4.74 -3.80
Br 6.10 4.90 1.73
Br 4.55 -1.49 -0.34
Br 1.90 -5.28 -1.07
Br -0.72 1.18 -6.28
Br 0.92 -0.49 -1.36
Br -2.52 -0.26 -2.28
Br -1.14 -3.98 0.53
Br -3.93 -1.29 1.07
Br 2.23 0.11 2.34
Br -2.00 1.47 1.81
Br 2.55 2.74 -0.40
Br -7.46 -0.89 0.30
Br 2.57 3.87 5.02
Cl -1.36 -4.37 4.67
Cl 1.31 -3.93 3.37
Cl -4.62 3.34 -1.42
Cl -6.08 4.04 0.97
Cl 4.46 -0.36 -5.00
Cl 5.11 1.58 -2.85
Cl 2.56 1.59 -4.19
Cl -0.46 -1.65 3.87
Cl -3.45 5.19 0.30
C 0.05 -3.22 4.44
C -5.08 0.25 1.66
C 2.78 -3.71 -0.29
C -0.54 1.20 0.48
C -6.08 0.53 0.51
C 3.85 0.53 -3.59
C 3.74 -3.08 -1.24
C 4.27 4.50 1.08
C 1.79 1.44 3.70
C 4.23 3.06 0.58
C 3.04 2.17 4.07
C -4.48 3.79 0.20
C -1.48 1.26 -4.45
C -0.36 -0.28 0.20
C -1.60 -4.52 -2.25
C -1.43 -0.16 -3.86
C -2.37 -3.98 -0.98
H 4.47 -3.83 -1.54
H 0.47 -3.10 5.44
H -0.42 -0.47 -3.61
H -0.78 1.94 -3.97
H 3.64 4.64 1.95
H -2.47 1.70 -4.54
H 3.80 2.49 3.35
H -5.64 0.73 -0.47
H 5.07 2.81 -0.07
H -5.73 -0.01 2.49
H 1.02 2.15 3.38
H -4.07 2.93 0.73
H 3.22 -2.69 -2.12
H 1.99 -2.98 -0.09
H -3.16 -4.70 -0.77
H -1.31 -0.73 -0.07
H -1.03 1.59 -0.41
H -0.84 -3.77 -2.48
H -2.78 -2.99 -1.18
H 0.33 1.82 0.71
H -6.63 1.44 0.72
H 3.43 -0.18 -2.88
H 4.45 2.30 1.33
H -1.14 -5.48 -2.00
H 0.05 -0.86 1.03
H 1.43 0.99 4.62
H -1.85 -0.84 -4.61
H 3.59 1.53 4.76
H 3.99 5.35 0.45
H -4.50 1.09 2.03
H 3.39 -3.96 0.58
*
```

The calculation puts the LUMO energy at -0.086 eV. For the energy relative to the best compared isomer or geometry (same formula, charge and spin), the calculation gives 0.602 eV. The SMILES is ClC(Cl)Cl.ClC(Cl)Cl.ClC(Cl)Cl.BrCCBr.BrCCBr.BrCCBr.BrCCBr.BrCCBr.BrCCBr.BrCCBr. As for the HOMO energy: -10.0 eV. The calculated total energy is -1111428.524 eV.

Let us look at the Mulliken charges, expressed in e, one per atom: Br -0.1889; Br -0.1709; Br -0.1247; Br -0.1583; Br -0.1718; Br 0.1090; Br -0.0123; Br -0.0804; Br -0.0050; Br -0.0179; Br -0.1629; Br -0.0457; Br -0.1414; Br -0.1812; Cl -0.1181; Cl -0.0827; Cl -0.1156; Cl -0.1720; Cl -0.1412; Cl -0.1074; Cl -0.1067; Cl 0.0268; Cl -0.1352; C -0.2527; C -0.3533; C -0.0514; C -0.1640; C -0.7582; C 0.8907; C -0.6456; C -0.4966; C -0.4578; C -0.5265; C -0.5868; C 1.0209; C -0.6255; C -0.0601; C -0.7282; C -0.3485; C -0.2606; H 0.4929; H 0.4100; H 0.0455; H 0.2550; H 0.2621; H 0.4226; H 0.1629; H 0.3188; H 0.3456; H 0.3993; H 0.3268; H -0.5968; H 0.3221; H -0.2170; H 0.4339; H -0.0803; H 0.3640; H 0.2935; H 0.0512; H -0.0587; H 0.3534; H -0.6314; H 0.2586; H 0.4514; H 0.0868; H 0.3820; H 0.4478; H 0.4172; H 0.4296; H 0.1645; H 0.3950

Below is a structure of composition C63H78Ge2N3O2RuS4Se in a non-equilibrium geometry, with properties calculated with ωB97M-V/def2-TZVPD.

```
! RIJCOSX wB97M-V def2-TZVPD def2/J DEFGRID3
* xyz 0 2
Ru 1.77 0.36 -0.56
Se 1.34 0.23 -2.99
Ge -0.61 -2.06 0.43
Ge -1.64 0.87 0.46
S 0.17 2.08 0.53
S -1.64 -0.81 2.05
S -1.34 -0.66 -1.26
S 1.57 -1.83 0.53
O 4.22 -0.62 0.18
O 4.16 -0.29 -2.66
N 3.16 1.96 0.57
N 4.49 3.81 1.09
N 3.25 4.20 -4.52
C -4.36 -0.05 4.42
C 1.40 -4.58 -1.95
C -3.44 0.05 6.76
C 0.23 -3.69 4.63
C -2.84 2.38 -2.10
C -3.67 -3.53 2.88
C -2.59 1.21 -4.18
C -3.30 1.99 0.35
C -1.81 -5.87 -1.07
C 0.31 -3.85 -2.68
C -0.83 -3.16 5.35
C -3.42 -3.22 -2.45
C -1.54 2.05 -4.54
C -1.80 3.24 -2.45
C 3.17 3.14 -5.30
C -2.08 -3.12 4.76
C -3.52 0.55 5.35
C 0.61 -3.20 -3.88
C -4.74 3.42 -0.95
C 2.12 1.83 -3.60
C 3.77 4.09 2.32
C -3.80 1.61 2.79
C -2.92 2.21 3.69
C -0.38 -2.58 -4.63
C -1.22 -4.14 2.77
C -2.29 -3.60 3.48
C -1.38 4.38 -1.57
C 4.11 2.78 0.30
C -1.89 -6.03 1.31
C 4.92 -1.51 -0.66
C -2.01 -3.21 -2.96
C 2.77 4.10 -3.29
C 6.69 4.81 1.70
C -1.35 -4.56 -0.98
C -1.68 -2.60 -4.16
C 5.52 4.77 0.72
C -2.09 -6.59 0.07
C -1.19 -3.98 0.27
C -4.42 0.50 -2.62
C -5.18 3.08 1.38
C 4.52 -0.78 1.54
C -0.63 -2.63 6.74
C -4.51 0.46 3.15
C 4.20 -1.54 -2.02
C -5.40 -0.20 2.14
C -5.52 3.66 0.17
C 5.28 0.01 -3.46
C -1.17 3.06 -3.68
C -1.00 -3.84 -2.22
C 4.23 3.23 3.49
C -2.15 3.43 3.28
C -3.25 1.36 -2.97
C -0.02 -1.93 -5.93
C 2.20 2.95 -2.78
C -1.44 -4.72 1.42
C 2.61 1.94 -4.90
C 1.22 -4.78 2.61
C -3.62 2.60 -0.86
C -0.85 1.85 -5.86
C -4.08 2.23 1.47
C -2.79 1.66 4.95
C 4.85 2.51 -0.98
C 0.05 -4.18 3.35
H 3.59 3.26 -6.29
H 5.05 0.94 -3.97
H 4.66 -2.30 -2.66
H 4.34 -1.81 1.87
H -1.47 -2.91 7.38
H 7.05 3.80 1.91
H -4.26 -0.01 -1.67
H 5.89 4.54 -0.28
H -4.79 -0.59 1.32
H 0.52 -2.63 -6.56
H -0.34 4.26 -1.28
H 3.91 5.15 2.56
H 5.45 -0.78 -4.20
H 6.19 0.14 -2.86
H -4.92 -0.93 4.72
H -2.91 0.43 -4.86
H -5.97 -1.02 2.58
H 2.56 1.09 -5.57
H -4.08 -2.70 -3.14
H 1.63 -3.20 -4.24
H -1.58 1.67 -6.64
H -0.24 2.71 -6.12
H -1.39 3.16 2.54
H 3.86 -0.11 2.09
H -1.94 -6.31 -2.05
H -4.34 -4.21 3.41
H -2.09 -6.60 2.21
H -4.05 -2.52 2.98
H -0.57 -1.55 6.72
H -5.78 3.27 2.26
H -2.46 -7.61 -0.01
H 5.06 5.76 0.67
H 2.84 5.00 -2.69
H 5.57 -0.51 1.75
H 0.28 -3.02 7.17
H 1.83 2.90 -1.75
H 3.15 -1.81 -1.84
H -0.91 -1.59 -6.45
H -2.92 -2.71 5.31
H -3.70 -1.00 6.82
H -4.59 -0.25 -3.39
H 5.96 -1.17 -0.78
H 4.81 3.36 -1.66
H -3.78 -4.25 -2.33
H -5.32 1.11 -2.53
H -3.66 -3.81 1.83
H 5.89 2.25 -0.79
H 7.51 5.38 1.27
H -3.47 -2.73 -1.48
H -1.65 3.87 4.14
H -4.14 0.61 7.38
H -1.47 5.32 -2.12
H -6.38 4.31 0.10
H -6.10 0.52 1.70
H -4.99 3.87 -1.90
H -0.20 0.98 -5.79
H 4.92 -2.52 -0.24
H 1.97 -5.20 -2.65
H -1.99 4.43 -0.67
H 4.34 1.67 -1.46
H -2.44 0.20 7.17
H -2.12 2.13 5.66
H 5.30 3.36 3.66
H 2.01 -5.06 3.30
H 6.41 5.28 2.64
H 2.67 2.13 1.45
H 2.70 3.95 2.14
H 2.10 -3.87 -1.49
H 4.04 2.18 3.30
H -0.38 3.74 -3.96
H 3.70 3.52 4.39
H 1.63 -4.04 1.91
H 0.62 -1.08 -5.73
H -2.46 -2.13 -4.74
H 1.21 -3.73 5.08
H 0.91 -5.65 2.03
H 1.00 -5.21 -1.16
H -2.81 4.17 2.82
*
```

The calculation puts the LUMO energy (alpha / beta) at -1.301 / -0.712 eV. For the energy relative to the best compared isomer or geometry (same formula, charge and spin), the calculation gives 1.879 eV. As for the HOMO energy (alpha / beta): -7.1 / -7.1 eV. The calculated total energy is -299468.901 eV.

Mulliken atomic charge list, values in e, 99 entries: Ru 2.2897; Se -0.0567; Ge 0.3972; Ge 0.5059; S -1.1296; S 0.2338; S -0.4949; S -1.2228; O 0.5048; O 0.5824; N 1.0618; N 0.3605; N -0.6485; C -0.3887; C -1.8489; C -1.7743; C -1.0315; C 0.8982; C -1.1969; C -0.1137; C -0.4117; C -0.3708; C 1.4540; C 0.7124; C -1.4455; C 0.6454; C 0.9373; C -0.7295; C -0.5000; C 0.6460; C -0.4337; C 0.0899; C 1.2859; C -1.1629; C 0.6532; C 1.6842; C 0.8282; C 0.3890; C 0.6295; C -1.7203; C 0.2932; C -0.1242; C -0.8455; C 0.6474; C -1.0471; C -1.3043; C -0.7438; C -0.3606; C -0.5984; C -0.9672; C -0.5588; C -1.3593; C 0.4434; C -0.9526; C -1.5209; C 0.7671; C 0.1675; C -1.8325; C -1.1591; C -0.9779; C -0.7830; C 0.6713; C -0.8287; C -1.5969; C 0.7475; C -1.3249; C -0.5881; C -0.2495; C -1.0404; C -1.4722; C -1.0924; C -1.5437; C -0.9493; C -1.1954; C -0.5469; C 1.4983; H 0.3777; H 0.1932; H 0.6161; H 0.3496; H 0.3943; H 0.3024; H 0.0195; H 0.3437; H 0.1185; H 0.4383; H -0.0585; H 0.4962; H 0.2673; H 0.2819; H 0.3710; H 0.3395; H 0.4409; H 0.4680; H 0.3833; H 0.2489; H 0.5029; H 0.3632; H 0.0389

Below is a structure of composition C29H29B2F4N5O7SY in a non-equilibrium geometry, with properties calculated with ωB97M-V/def2-TZVPD.

```
! RIJCOSX wB97M-V def2-TZVPD def2/J DEFGRID3
* xyz 1 1
Y 0.23 -0.61 0.10
S -1.14 2.46 0.98
F 0.30 -3.25 2.28
F 3.91 1.64 -0.48
F 1.78 0.79 -0.96
F -1.84 -4.18 2.19
O -2.30 -0.79 -0.44
O 2.46 1.26 1.28
O 3.45 -0.61 -0.10
O -0.73 1.43 -0.08
O -0.93 -3.27 0.24
O -0.96 -0.70 -2.17
O -1.61 -1.88 2.28
N 5.10 -4.55 -3.98
N 2.40 -1.47 -0.11
N 0.27 -2.81 -0.29
N 1.41 0.51 1.70
N -0.70 -0.87 2.13
C 1.33 -3.51 -0.16
C 2.89 -3.18 -3.87
C -0.24 6.52 -0.74
C -2.89 2.37 1.14
C 2.95 -1.80 -3.75
C -0.87 4.04 0.27
C 0.85 0.75 2.82
C 4.12 -3.95 -3.94
C 0.38 6.08 0.42
C -0.72 -0.93 -3.59
C -3.41 2.70 2.38
C 0.07 4.83 0.93
C 1.29 1.79 3.79
C 0.55 -1.72 -3.73
C -1.49 4.48 -0.89
C -2.18 -0.88 -1.63
C -4.79 2.66 2.57
C 1.77 -1.07 -3.68
C 2.61 -2.72 -0.31
C 1.37 -4.94 0.24
C -0.88 -0.28 4.50
C -0.32 -0.18 3.13
C 0.50 -3.11 -3.85
C 3.94 -3.35 -0.47
C 1.67 -3.84 -3.92
C -5.08 1.94 0.29
C -1.17 5.72 -1.39
C -3.71 1.99 0.08
C -5.62 2.29 1.52
B 2.95 0.79 -0.06
B -1.00 -3.19 1.78
H -0.46 -3.62 -3.88
H 3.91 -1.30 -3.71
H -5.74 1.64 -0.52
H -6.69 2.25 1.67
H 2.09 2.39 3.37
H -3.28 1.70 -0.87
H 0.45 2.44 4.06
H 1.92 -5.50 -0.52
H -2.76 2.99 3.19
H 4.30 -3.70 0.50
H -1.57 -1.46 -4.00
H 1.64 1.32 4.72
H -0.64 0.05 -4.04
H 1.11 6.70 0.92
H 1.91 -5.05 1.18
H -0.09 -0.49 5.22
H -2.22 3.86 -1.40
H 0.37 -5.34 0.35
H 1.82 0.01 -3.58
H 1.64 -4.92 -4.03
H -1.62 -1.08 4.53
H -1.35 0.66 4.78
H -5.21 2.92 3.53
H 3.90 -4.20 -1.14
H 4.66 -2.62 -0.84
H -1.65 6.08 -2.30
H 0.01 7.50 -1.14
H 0.56 4.46 1.82
H -2.99 -1.11 -2.33
*
```

The calculation puts the LUMO energy at -3.222 eV. As for the HOMO energy: -12.1 eV. The calculated total energy is -76431.078 eV.

Let us look at the Mulliken charges, expressed in e, one per atom: Y -0.1910; S 0.5249; F -0.4323; F -0.2752; F -0.4233; F -0.3231; O -0.2356; O -0.4599; O -0.6108; O -0.7866; O -0.5414; O 0.3551; O -0.7232; N -0.4912; N 1.1157; N 0.7285; N 0.5194; N 0.8844; C 0.3500; C 0.3831; C -0.4860; C 0.7554; C -0.6958; C 0.4490; C 0.8495; C 0.0079; C -0.7992; C -1.6086; C -0.4542; C -0.1576; C -1.8272; C 1.0549; C -0.2794; C -0.0895; C -0.8003; C -0.1999; C 0.6515; C -2.0488; C -1.8428; C 0.6227; C -0.6191; C -1.8859; C -0.6436; C -1.0522; C -0.8003; C -0.1144; C -0.5415; B 0.9471; B 1.0700; H 0.3878; H 0.5075; H 0.4373; H 0.4188; H 0.4309; H 0.4681; H 0.2823; H 0.5350; H 0.4302; H 0.4177; H 0.6332; H 0.4293; H 0.3374; H 0.4295; H 0.3524; H 0.3851; H 0.3719; H 0.3946; H 0.3661; H 0.5193; H 0.4398; H 0.3212; H 0.4332; H 0.3831; H 0.4168; H 0.4227; H 0.4075; H 0.3732; H 0.4387

Below is a structure of composition C4H5LiMgO2Tl in a non-equilibrium geometry, with properties calculated with ωB97M-V/def2-TZVPD.

```
! RIJCOSX wB97M-V def2-TZVPD def2/J DEFGRID3
* xyz 0 2
Tl 4.99 -0.10 0.03
Mg 1.35 1.65 0.07
O 2.58 0.21 0.59
O -2.60 1.76 -2.07
C -3.70 1.18 -1.96
C 0.81 -1.10 1.59
C 2.17 -1.07 0.96
C -4.66 0.54 -1.52
Li -0.90 2.22 -1.77
H 0.65 -0.61 2.55
H 0.00 -1.53 1.00
H -5.65 0.28 -1.19
H 2.15 -1.76 0.10
H 2.84 -1.65 1.63
*
```

The calculation puts the LUMO energy (alpha / beta) at -1.676 / -1.704 eV. For the energy relative to the best compared isomer or geometry (same formula, charge and spin), the calculation gives 0.191 eV. As for the HOMO energy (alpha / beta): -6.3 / -6.4 eV. The calculated total energy is -18662.728 eV.

Let us look at the natural (NBO) charges, expressed in e, one per atom: Tl 0.9143; Mg 0.2705; O -1.1600; O -0.9323; C 0.3830; C -0.3329; C -0.1789; C -0.6323; Li 0.7685; H 0.1805; H 0.1951; H 0.2198; H 0.1533; H 0.1515